A molecular structure, C11H8Cl3CoN4O2S2, computed with ωB97M-V/def2-TZVPD.

```
31
Properties=species:S:1:pos:R:3:nbo_charge:R:1
Co 0.190 0.468 0.962 0.78
C -4.599 0.673 3.165 -0.75
S -4.210 -0.774 2.154 0.25
C -2.675 -0.309 1.404 -0.10
S -2.099 1.285 1.379 -0.22
N -2.116 -1.319 0.792 -0.39
N -0.891 -1.128 0.295 -0.28
C -0.597 -2.031 -0.648 -0.07
C 0.616 -2.159 -1.293 0.15
C 0.837 -3.131 -2.302 -0.19
C 2.045 -3.301 -2.892 -0.20
C 3.138 -2.471 -2.495 -0.30
C 2.939 -1.522 -1.565 0.07
N 1.699 -1.329 -0.980 -0.38
H -5.600 0.507 3.560 0.21
H -4.565 1.566 2.547 0.24
H -3.876 0.755 3.971 0.23
H -1.393 -2.712 -0.935 0.20
H -0.010 -3.741 -2.586 0.22
H 2.196 -4.054 -3.651 0.21
H 4.112 -2.598 -2.944 0.22
H 3.704 -0.850 -1.208 0.23
N 2.043 0.668 0.409 -0.47
C 1.542 -0.286 -0.133 0.25
Cl 1.266 3.713 4.747 0.01
C 0.325 2.216 4.671 -0.19
Cl 0.922 1.100 5.906 0.01
Cl -1.374 2.601 5.018 0.00
C 0.400 1.570 3.233 0.71
O 0.284 0.332 3.179 -0.73
O 0.541 2.353 2.284 -0.70
```

Charge: -1
HOMO (spin up / spin down) (eV): -4.4 / -3.6
2S+1: 2
Energy (eV): -118455.670
Orbital gap (spin up / spin down) (eV): 5.8 / 5.8

A single C19H21N3O6S molecule, computed with ωB97M-V/def2-TZVPD.

```
50
Properties=species:S:1:pos:R:3:nbo_charge:R:1
C -4.428 -1.255 0.696 -0.43
N -4.690 -0.289 -0.338 -0.66
C -4.265 -0.646 -1.667 -0.43
S -4.446 1.306 0.086 2.33
O -5.008 1.489 1.389 -0.94
O -4.915 2.109 -1.002 -0.94
C -2.660 1.506 0.202 -0.32
C -2.023 1.261 1.405 -0.21
C -0.650 1.414 1.486 -0.15
C 0.070 1.820 0.365 -0.16
C 1.537 2.029 0.505 0.79
O 2.192 1.600 1.426 -0.59
O 2.025 2.758 -0.489 -0.48
C 3.404 3.109 -0.502 -0.17
C 4.322 2.355 0.456 0.69
O 4.947 2.925 1.313 -0.57
N 4.536 1.014 0.221 -0.66
C 3.848 0.164 -0.650 0.80
O 3.231 0.554 -1.613 -0.65
N 4.020 -1.146 -0.338 -0.61
C 3.232 -2.164 -1.016 -0.24
C 1.905 -2.348 -0.326 -0.04
C 1.760 -3.274 0.699 -0.21
C 0.560 -3.385 1.378 -0.20
C -0.505 -2.567 1.040 -0.24
C -0.367 -1.643 0.019 -0.15
C 0.833 -1.530 -0.659 -0.23
C -0.581 2.050 -0.845 -0.11
C -1.953 1.886 -0.924 -0.22
H -3.364 -1.511 0.766 0.17
H -4.765 -0.821 1.634 0.24
H -4.998 -2.163 0.494 0.21
H -4.506 0.190 -2.318 0.24
H -4.815 -1.528 -1.997 0.21
H -3.189 -0.859 -1.721 0.18
H -2.614 0.981 2.263 0.24
H -0.121 1.240 2.410 0.24
H 3.743 2.942 -1.529 0.23
H 3.479 4.172 -0.245 0.22
H 5.126 0.589 0.926 0.41
H 4.344 -1.383 0.587 0.39
H 3.086 -1.818 -2.040 0.24
H 3.808 -3.093 -1.019 0.21
H 2.590 -3.914 0.964 0.21
H 0.455 -4.107 2.174 0.21
H -1.440 -2.654 1.575 0.21
H -1.193 -1.001 -0.251 0.20
H 0.947 -0.801 -1.447 0.23
H -0.009 2.353 -1.707 0.23
H -2.493 2.078 -1.837 0.24
```

HOMO (eV): -9.6
2S+1: 1
Energy (eV): -47635.290
Orbital gap (eV): 9.4

A single C5H11N molecule, computed with ωB97M-V/def2-TZVPD.

```
17
Properties=species:S:1:pos:R:3:nbo_charge:R:1
C 1.553 0.491 1.773 -0.37
C 1.689 0.038 0.520 -0.19
C 0.744 0.705 -0.395 -0.45
C -0.078 -0.088 -1.435 -0.41
C -1.442 -0.649 -0.766 -0.21
N -1.501 -0.264 0.568 -0.83
H 2.080 -0.143 2.571 0.19
H 0.983 1.377 2.061 0.20
H 2.201 -0.887 0.277 0.21
H 1.273 1.543 -0.866 0.21
H -0.035 1.189 0.063 0.21
H -0.170 0.532 -2.409 0.21
H 0.394 -1.037 -1.528 0.21
H -2.414 -0.744 -1.394 0.17
H -1.240 -1.766 -0.591 0.16
H -1.885 0.667 0.569 0.34
H -2.152 -0.962 0.982 0.37
```

HOMO (eV): -8.9
2S+1: 1
Energy (eV): -6850.647
Orbital gap (eV): 10.0

A molecular structure, C17H24HfN3O5P, computed with ωB97M-V/def2-TZVPD.

```
51
Properties=species:S:1:pos:R:3:nbo_charge:R:1
N -1.557 -1.356 -0.597 -0.65
C -1.842 -2.463 -0.819 0.69
C -2.232 -3.825 -1.053 -0.79
H -1.793 -4.190 -1.994 0.33
H -3.327 -3.904 -1.141 0.33
H -1.892 -4.461 -0.224 0.34
N -1.809 1.510 1.601 -0.66
C -2.233 2.006 2.564 0.71
C -2.762 2.633 3.742 -0.79
H -3.860 2.570 3.758 0.33
H -2.495 3.699 3.763 0.34
H -2.369 2.143 4.642 0.34
N 0.639 1.452 -1.001 -0.65
C 1.572 1.948 -1.496 0.68
C 2.718 2.586 -2.082 -0.79
H 3.413 2.907 -1.291 0.34
H 2.416 3.470 -2.667 0.33
H 3.237 1.892 -2.762 0.33
Hf -1.513 0.902 -0.541 2.14
C 1.299 1.012 2.027 0.48
O 1.787 1.594 2.883 -0.41
C -0.565 -1.286 2.272 0.46
O -0.563 -1.946 3.207 -0.40
C -3.499 0.527 -1.441 -0.25
C -2.536 0.505 -2.471 -0.27
C -1.667 1.600 -2.646 -0.25
C -1.765 2.718 -1.790 -0.29
C -2.729 2.736 -0.770 -0.25
C -3.592 1.642 -0.595 -0.27
H -4.199 -0.303 -1.325 0.33
H -2.481 -0.340 -3.154 0.33
H -0.942 1.588 -3.455 0.33
H -1.111 3.578 -1.934 0.33
H -2.827 3.624 -0.137 0.34
H -4.374 1.671 0.173 0.34
C 2.811 -2.155 3.085 -0.27
O 2.259 -2.492 1.790 -0.78
P 1.735 -1.381 0.708 1.85
O 3.107 -0.593 0.321 -0.86
C 4.374 -1.208 0.043 -0.26
O 1.552 -2.445 -0.542 -0.80
C 1.648 -2.039 -1.933 -0.25
H 2.104 -2.484 3.857 0.22
H 3.000 -1.075 3.203 0.19
H 3.749 -2.710 3.213 0.25
H 4.898 -1.434 0.979 0.22
H 4.281 -2.107 -0.582 0.20
H 4.945 -0.451 -0.504 0.22
H 1.536 -0.952 -2.076 0.16
H 2.618 -2.371 -2.332 0.25
H 0.838 -2.543 -2.475 0.20
```

Charge: +4
HOMO (spin up / spin down) (eV): -19.7 / -19.7
2S+1: 1
Energy (eV): -43275.861
Orbital gap (spin up / spin down) (eV): 3.3 / 3.3

A gas-phase ion, C6H9N2O2 (charge +1), computed with ωB97M-V/def2-TZVPD.

```
19
Properties=species:S:1:pos:R:3:nbo_charge:R:1
C 0.987 1.624 1.094 0.11
N 1.604 0.916 0.279 -0.49
C 2.757 0.386 0.025 0.86
O 3.806 0.800 -0.334 -0.45
O 2.490 -1.055 -0.059 -0.35
N 1.276 -1.549 -0.322 -0.14
C 0.195 -0.921 -0.340 0.36
C -1.066 -0.508 -0.379 0.05
C -1.817 -0.429 0.921 -0.65
C -1.704 0.069 -1.651 -0.61
H 1.386 1.891 2.105 0.20
H 0.109 1.987 0.776 0.18
H 1.320 -2.481 -0.520 0.43
H -2.721 -0.972 1.068 0.27
H -1.195 -0.764 1.774 0.23
H -2.016 0.660 1.085 0.24
H -2.517 -0.593 -1.939 0.26
H -2.052 1.069 -1.351 0.25
H -0.844 -0.130 -2.233 0.23
```

Charge: +1
HOMO (eV): -14.4
2S+1: 1
Energy (eV): -13430.752
Orbital gap (eV): 10.1

A molecular structure, C21H21AsF6NO2PtTe, computed with ωB97M-V/def2-TZVPD.

```
54
Properties=species:S:1:pos:R:3:nbo_charge:R:1
Pt 0.769 -1.150 -0.574 1.25
F -1.841 -1.800 0.169 -0.69
As -2.352 -1.822 -1.664 2.84
F -3.159 -3.265 -1.338 -0.56
F -3.677 -0.804 -1.266 -0.59
F -2.500 -1.709 -3.329 -0.55
F -1.272 -0.272 -1.610 -0.65
F -0.765 -2.705 -1.854 -0.63
C 3.175 -1.710 -2.676 -0.70
C 3.008 -2.783 -1.699 0.36
C 3.656 -4.044 -1.637 -0.20
C 3.060 -4.752 -0.612 -0.21
C 2.059 -3.912 -0.051 0.36
C 1.084 -4.231 0.992 -0.69
N 2.076 -2.718 -0.704 -0.63
H 3.937 -1.959 -3.409 0.27
H 3.425 -0.765 -2.185 0.27
H 2.223 -1.537 -3.193 0.26
H 4.441 -4.376 -2.287 0.26
H 3.282 -5.753 -0.299 0.26
H 1.304 -5.190 1.455 0.27
H 0.087 -4.289 0.538 0.27
H 1.044 -3.443 1.750 0.24
C -1.482 -0.855 2.988 -0.72
Te -0.372 0.299 1.413 1.24
C -2.330 1.104 1.123 -0.69
C -3.026 1.004 2.435 0.03
C -4.114 1.801 2.757 -0.21
C -4.683 1.726 4.022 -0.01
C -4.154 0.864 4.988 -0.14
C -3.063 0.073 4.689 -0.18
C -2.521 0.088 3.398 0.11
H -0.889 -1.240 3.817 0.27
H -1.903 -1.678 2.402 0.32
H -2.859 0.510 0.367 0.32
H -2.254 2.128 0.749 0.30
H -4.514 2.481 2.021 0.25
H -5.528 2.351 4.266 0.25
H -4.610 0.812 5.966 0.26
H -2.653 -0.596 5.428 0.25
O 0.284 2.020 -0.045 -0.73
C 1.136 1.896 -0.963 0.81
O 1.617 0.825 -1.372 -0.65
C 1.636 3.159 -1.611 -0.11
C 2.059 3.139 -2.938 -0.19
C 2.630 4.283 -3.491 -0.19
C 2.745 5.443 -2.734 -0.16
C 2.286 5.469 -1.425 -0.20
C 1.700 4.335 -0.866 -0.19
H 1.932 2.247 -3.532 0.22
H 3.005 4.250 -4.505 0.23
H 3.190 6.325 -3.169 0.24
H 2.375 6.366 -0.829 0.23
H 1.297 4.361 0.133 0.23
```

Charge: +2
HOMO (spin up / spin down) (eV): -14.0 / -14.0
2S+1: 6
Energy (eV): -115368.049
Orbital gap (spin up / spin down) (eV): 7.8 / 3.6

| no. | strongest force on any atom (eV Å⁻¹) |
| --- | --- |
| 1 | 2.12 |
| 2 | 1.09 |
| 3 | 4.47 |
| 4 | 14.36 |
| 5 | 4.35 |
| 6 | 2.97 |